The following is a DFT calculation (ωB97M-V with the def2-TZVPD basis set) of a 2-piece molecular cluster, C5H11NO3 overall in a non-equilibrium geometry.

The lowest unoccupied orbital energy comes out at 0.57 eV. The calculation puts the total energy at -12993.1110 eV. The molecular weight is 133.1 Da. The spin multiplicity is 1. Its HOMO energy is -9.414 eV. The structure (SMILES) is CCN(C=O)CC=O.O. Its energy above the lowest of the compared OMol25 structures with the same formula, charge and spin is 86.3 kcal per mole.

Each atom is followed by the atoms it is bonded to, with distances in Å.
Cartesian coordinates (Å):
1 C 0.899 -0.280 -0.946  N2 1.478, H4 1.166, C10 1.686, H20 1.106
2 N 0.324 0.508 0.164  C1 1.478, C14 1.334, C19 1.476
3 C -1.206 -0.406 1.745  H9 1.178, H15 1.167, H17 0.972, C19 1.563
4 H 0.318 -1.284 -1.062  C1 1.166
5 H 0.770 0.576 2.181  C19 1.072
6 H 0.972 -1.138 1.431  C19 1.222
7 O -0.509 1.895 -1.280  C14 1.212
8 H -2.466 -0.784 -2.380  O16 0.944
9 H -1.924 0.454 1.382  C3 1.178
10 C 2.417 -0.585 -0.277  C1 1.686, H13 1.010, O18 1.207
11 H -0.393 2.521 0.526  C14 1.065
12 H -1.316 0.250 -2.271  O16 1.028
13 H 3.011 -1.299 -0.675  C10 1.010
14 C -0.170 1.712 -0.130  N2 1.334, O7 1.212, H11 1.065
15 H -1.550 -1.497 1.512  C3 1.167
16 O -1.794 -0.393 -2.915  H8 0.944, H12 1.028
17 H -1.373 -0.554 2.692  C3 0.972
18 O 2.816 0.069 0.655  C10 1.207
19 C 0.310 -0.114 1.503  N2 1.476, C3 1.563, H5 1.072, H6 1.222
20 H 0.863 0.347 -1.856  C1 1.106

natural (NBO) population analysis, charges in e, atoms 1 to 5: number 1, C, carries -0.34; number 2, N, carries -0.45; number 3, C, carries -0.63; number 4, H, carries 0.22; number 5, H, carries 0.22